Below is a cluster of 12 separate species, C54H99N11O4 in total, with properties calculated with ωB97M-V/def2-TZVPD.

Each atom is followed by the atoms it is bonded to, with distances in Å.
Atoms and positions in Å:
1 C 24.85681 -13.49427 13.97260  O2 1.393, H12 1.105, H13 1.088, H14 1.096
2 O 24.38670 -12.30035 14.51478  C1 1.393, C3 1.412
3 C 23.21000 -12.46765 15.27792  O2 1.412, C4 1.504, H15 1.096, H16 1.097
4 C 22.68632 -11.12471 15.70597  C3 1.504, N5 1.520, H17 1.079, H18 1.085
5 N 23.84658 -10.23347 16.11716  C4 1.520, H6 1.046, H7 1.025, C8 1.495
6 H 24.15692 -10.42676 17.09747  N5 1.046
7 H 24.65661 -10.47251 15.53648  N5 1.025
8 C 23.62647 -8.75661 16.04519  N5 1.495, C9 1.501, H19 1.087, H20 1.089
9 C 22.66265 -8.30350 17.10294  C8 1.501, O10 1.404, H21 1.097, H22 1.099
10 O 21.39973 -8.82892 16.78701  C9 1.404, C11 1.409
11 C 20.44365 -8.71842 17.81598  O10 1.409, H23 1.087, H24 1.104, H25 1.098
12 H 25.01916 -14.24923 14.76338  C1 1.105
13 H 25.84226 -13.37439 13.52843  C1 1.088
14 H 24.11688 -13.95595 13.30857  C1 1.096
15 H 23.44692 -13.07752 16.15707  C3 1.096
16 H 22.46490 -13.00975 14.68345  C3 1.097
17 H 22.13503 -11.15442 16.63349  C4 1.079
18 H 22.13794 -10.58946 14.93738  C4 1.085
19 H 23.35924 -8.53515 15.01489  C8 1.087
20 H 24.60226 -8.31308 16.23745  C8 1.089
21 H 22.64893 -7.20690 17.13783  C9 1.097
22 H 23.00754 -8.65206 18.08647  C9 1.099
23 H 19.56138 -9.31744 17.60518  C11 1.087
24 H 20.10949 -7.66802 17.88226  C11 1.104
25 H 20.80330 -8.95624 18.82606  C11 1.098
26 C 25.19402 -11.06578 20.70926  C27 1.515, H30 1.085, H31 1.091, H32 1.092
27 C 24.77363 -11.24971 19.26578  C26 1.515, O28 1.262, O29 1.260
28 O 23.65188 -11.78792 19.05508  C27 1.262
29 O 25.51728 -10.78156 18.36238  C27 1.260
30 H 24.34000 -10.88674 21.35486  C26 1.085
31 H 25.87956 -10.22528 20.82822  C26 1.091
32 H 25.72599 -11.96408 21.02899  C26 1.092
33 C 26.51835 -16.69383 13.20275  C34 1.523, H40 1.096, H41 1.090, H42 1.093
34 C 26.71965 -18.16559 12.86761  C33 1.523, N35 1.473, H43 1.103, H44 1.089
35 N 25.49455 -18.89241 12.49094  C34 1.473, C36 1.458, C38 1.467
36 C 25.06874 -18.51624 11.14807  N35 1.458, C37 1.534, H45 1.090, H46 1.107
37 C 23.70097 -19.09435 10.76186  C36 1.534, H47 1.093, H48 1.089, H49 1.088
38 C 25.75683 -20.33192 12.59437  N35 1.467, C39 1.523, H50 1.105, H51 1.088
39 C 25.68544 -20.84507 14.02630  C38 1.523, H52 1.092, H53 1.091, H54 1.089
40 H 27.49145 -16.19319 13.26612  C33 1.096
41 H 26.04681 -16.47345 14.16030  C33 1.090
42 H 25.99231 -16.14001 12.42034  C33 1.093
43 H 27.45930 -18.21196 12.05017  C34 1.103
44 H 27.16299 -18.61646 13.75367  C34 1.089
45 H 24.97806 -17.43242 11.08244  C36 1.090
46 H 25.82256 -18.82278 10.39788  C36 1.107
47 H 23.01472 -18.88516 11.58683  C37 1.093
48 H 23.37105 -18.59555 9.85126  C37 1.089
49 H 23.67784 -20.16865 10.59282  C37 1.088
50 H 26.76435 -20.52382 12.18274  C38 1.105
51 H 25.09403 -20.92223 11.96456  C38 1.088
52 H 26.48828 -20.40246 14.61882  C39 1.092
53 H 25.86910 -21.91986 14.05154  C39 1.091
54 H 24.72650 -20.62147 14.49063  C39 1.089
55 C 17.26966 -9.34382 15.77834  C56 1.508, H62 1.092, H63 1.094, H64 1.096
56 C 18.36779 -9.13790 14.76506  C55 1.508, N57 1.458, H65 1.105, H66 1.085
57 N 18.16262 -7.91930 13.99138  C56 1.458, C58 1.454, C60 1.451
58 C 18.84895 -8.00282 12.71254  N57 1.454, C59 1.518, H67 1.092, H68 1.109
59 C 18.35059 -9.11466 11.80796  C58 1.518, H69 1.091, H70 1.088, H71 1.092
60 C 18.59853 -6.75986 14.74797  N57 1.451, C61 1.521, H72 1.108, H73 1.091
61 C 18.27997 -5.43160 14.07786  C60 1.521, H74 1.089, H75 1.092, H76 1.085
62 H 16.29743 -9.56334 15.33322  C55 1.092
63 H 17.10422 -8.47667 16.42378  C55 1.094
64 H 17.50421 -10.16864 16.46021  C55 1.096
65 H 19.33804 -9.07516 15.29035  C56 1.105
66 H 18.44455 -10.02268 14.14129  C56 1.085
67 H 18.69291 -7.05839 12.18684  C58 1.092
68 H 19.94892 -8.09843 12.81985  C58 1.109
69 H 18.72285 -9.05617 10.78364  C59 1.091
70 H 18.68855 -10.07549 12.19058  C59 1.088
71 H 17.26179 -9.12050 11.72180  C59 1.092
72 H 19.68423 -6.81226 14.96086  C60 1.108
73 H 18.07591 -6.81998 15.70382  C60 1.091
74 H 18.44869 -4.61302 14.77532  C61 1.089
75 H 17.21370 -5.44445 13.84349  C61 1.092
76 H 18.88930 -5.30057 13.18938  C61 1.085
77 C 17.66169 -9.73439 20.84178  C78 1.546, H84 1.090, H85 1.089, H86 1.094
78 C 18.23492 -9.43157 22.24535  C77 1.546, N79 1.451, H87 1.093, H88 1.093
79 N 19.33518 -10.27740 22.66831  C78 1.451, C80 1.463, C82 1.448
80 C 18.98649 -11.69569 22.74738  N79 1.463, C81 1.524, H89 1.094, H90 1.103
81 C 19.81818 -12.41950 23.79917  C80 1.524, H91 1.088, H92 1.092, H93 1.087
82 C 20.54475 -10.09765 21.89284  N79 1.448, C83 1.520, H94 1.112, H95 1.095
83 C 20.99545 -8.66349 21.66942  C82 1.520, H96 1.088, H97 1.089, H98 1.093
84 H 18.43281 -9.56641 20.08978  C77 1.090
85 H 16.78018 -9.13861 20.60934  C77 1.089
86 H 17.33514 -10.77838 20.83925  C77 1.094
87 H 18.53947 -8.38229 22.22620  C78 1.093
88 H 17.46327 -9.49741 23.01661  C78 1.093
89 H 17.92905 -11.77118 23.01570  C80 1.094
90 H 19.08469 -12.17325 21.75829  C80 1.103
91 H 19.55201 -12.02697 24.77849  C81 1.088
92 H 19.57494 -13.48210 23.73894  C81 1.092
93 H 20.88459 -12.28827 23.63678  C81 1.087
94 H 20.48792 -10.63027 20.91788  C82 1.112
95 H 21.38507 -10.64365 22.33523  C82 1.095
96 H 21.94778 -8.70533 21.14403  C83 1.088
97 H 21.03703 -8.11415 22.60916  C83 1.089
98 H 20.25128 -8.17619 21.03509  C83 1.093
99 N 23.54932 -17.65115 14.41125  C100 1.363, C103 1.368, H104 1.025
100 C 22.72927 -16.70000 13.88259  N99 1.363, C101 1.372, H105 1.078
101 C 21.73455 -16.43665 14.79010  C100 1.372, C102 1.422, H106 1.079
102 C 21.98403 -17.23885 15.93688  C101 1.422, C103 1.371, H107 1.078
103 C 23.07286 -18.01660 15.63999  N99 1.368, C102 1.371, H108 1.078
104 H 24.32349 -18.11593 13.92591  N99 1.025
105 H 22.80215 -16.28718 12.88939  C100 1.078
106 H 20.92900 -15.74402 14.59930  C101 1.079
107 H 21.40144 -17.24645 16.84382  C102 1.078
108 H 23.66544 -18.65866 16.27200  C103 1.078
109 N 25.06451 -6.82325 19.95924  C110 1.365, C113 1.372, H114 1.003
110 C 24.71050 -5.51505 19.79653  N109 1.365, C111 1.356, H115 1.078
111 C 25.07430 -5.11887 18.55187  C110 1.356, C112 1.428, H116 1.076
112 C 25.58851 -6.28010 17.89848  C111 1.428, C113 1.355, H117 1.079
113 C 25.58815 -7.30376 18.78552  N109 1.372, C112 1.355, H118 1.080
114 H 25.08632 -7.30036 20.84067  N109 1.003
115 H 24.24960 -4.99481 20.62088  C110 1.078
116 H 25.01358 -4.11758 18.16299  C111 1.076
117 H 25.96435 -6.36168 16.89053  C112 1.079
118 H 25.98104 -8.30791 18.71741  C113 1.080
119 N 21.15997 -13.16932 18.46053  C120 1.361, C123 1.362, H124 1.018
120 C 21.11741 -14.26154 17.64975  N119 1.361, C121 1.373, H125 1.076
121 C 19.81496 -14.69155 17.59634  C120 1.373, C122 1.417, H126 1.079
122 C 19.04142 -13.78229 18.35938  C121 1.417, C123 1.368, H127 1.078
123 C 19.92151 -12.93598 18.97604  N119 1.362, C122 1.368, H128 1.076
124 H 22.01377 -12.67794 18.71552  N119 1.018
125 H 22.00806 -14.63823 17.17787  C120 1.076
126 H 19.52924 -15.58349 17.06123  C121 1.079
127 H 17.96737 -13.83106 18.43499  C122 1.078
128 H 19.77299 -12.16952 19.71624  C123 1.076
129 N 25.75513 -13.91307 17.28512  C130 1.372, C133 1.360, H134 1.009
130 C 25.39743 -15.23376 17.18692  N129 1.372, C131 1.363, H135 1.075
131 C 26.44284 -15.90525 16.62598  C130 1.363, C132 1.426, H136 1.079
132 C 27.43245 -14.94739 16.25607  C131 1.426, C133 1.369, H137 1.076
133 C 26.95999 -13.73440 16.67974  N129 1.360, C132 1.369, H138 1.077
134 H 25.19438 -13.14936 17.63258  N129 1.009
135 H 24.46883 -15.61830 17.56959  C130 1.075
136 H 26.51040 -16.98000 16.56668  C131 1.079
137 H 28.33067 -15.16367 15.70465  C132 1.076
138 H 27.37589 -12.74561 16.57950  C133 1.077
139 N 24.21082 -5.85764 13.04333  C140 1.362, C143 1.374, H144 1.003
140 C 24.70518 -5.41260 14.23136  N139 1.362, C141 1.371, H145 1.076
141 C 23.68938 -5.48490 15.14901  C140 1.371, C142 1.420, H146 1.075
142 C 22.57940 -6.08705 14.50020  C141 1.420, C143 1.361, H147 1.078
143 C 22.90958 -6.27319 13.19313  N139 1.374, C142 1.361, H148 1.076
144 H 24.74659 -5.91487 12.19755  N139 1.003
145 H 25.70335 -5.03998 14.38342  C140 1.076
146 H 23.74012 -5.21469 16.18865  C141 1.075
147 H 21.63161 -6.32088 14.95775  C142 1.078
148 H 22.36682 -6.64914 12.34348  C143 1.076
149 N 26.54440 -8.60077 13.76518  C150 1.366, C153 1.372, H154 1.002
150 C 26.31705 -9.90928 14.08419  N149 1.366, C151 1.375, H155 1.079
151 C 26.94640 -10.17560 15.27724  C150 1.375, C152 1.421, H156 1.076
152 C 27.61019 -8.97559 15.65108  C151 1.421, C153 1.366, H157 1.078
153 C 27.35840 -8.02145 14.70620  N149 1.372, C152 1.366, H158 1.075
154 H 26.24339 -8.17758 12.90863  N149 1.002
155 H 25.58619 -10.43038 13.48514  C150 1.079
156 H 26.97751 -11.12986 15.77314  C151 1.076
157 H 28.18109 -8.82335 16.55310  C152 1.078
158 H 27.69133 -7.00566 14.59399  C153 1.075
159 N 22.73820 -9.98888 10.98462  C160 1.372, C163 1.369, H164 1.001
160 C 22.24612 -10.14186 12.25671  N159 1.372, C161 1.361, H165 1.079
161 C 21.23803 -11.05485 12.21855  C160 1.361, C162 1.433, H166 1.078
162 C 21.13502 -11.50880 10.86287  C161 1.433, C163 1.362, H167 1.076
163 C 22.07159 -10.83532 10.13925  N159 1.369, C162 1.362, H168 1.077
164 H 23.49535 -9.38292 10.73812  N159 1.001
165 H 22.60725 -9.51741 13.05857  C160 1.079
166 H 20.64860 -11.48559 13.01167  C161 1.078
167 H 20.47381 -12.26501 10.47681  C162 1.076
168 H 22.32471 -10.90968 9.09462  C163 1.077

## Properties
E_HOMO ... -7.6974 eV
E_tot ... -3020.1644 hartree
M ... 966.46 g mol⁻¹
Lowest unoccupied orbital energy ... -0.13 eV
Kohn-Sham gap ... 7.57 eV